{
  "formula": "C34H22FeN10S",
  "method": "the ωB97M-V functional and the def2-TZVPD basis",
  "elements": ["C", "C", "N", "H", "C", "N", "C", "H", "N", "C", "S", "C", "C", "C", "C", "C", "H", "H", "C", "N", "C", "N", "C", "C", "H", "N", "N", "N", "C", "C", "C", "C", "H", "H", "H", "H", "H", "H", "C", "N", "C", "H", "C", "C", "N", "C", "H", "C", "C", "H", "C", "C", "C", "H", "C", "C", "Fe", "C", "C", "C", "H", "H", "H", "H", "H", "H", "C", "H"],
  "coordinates": [[0.7147, -4.1758, 5.4758], [1.4168, 4.8252, -1.7322], [0.0472, -1.3944, 1.8631], [-2.1377, -5.0189, -0.4841], [0.6862, 5.9302, -2.1307], [-2.3642, 1.9966, -0.7356], [2.7782, -0.6963, 1.3856], [2.5212, -3.3428, 4.6410], [-2.3320, -1.7964, 2.0436], [-4.0835, 0.4247, -0.0637], [-0.0538, -1.6262, -1.4635], [4.1546, 0.5582, 0.0461], [-5.2546, 0.8800, -0.6361], [-0.7009, 3.6944, -1.3146], [5.3217, 1.0062, -0.5409], [-2.7125, 0.9296, -0.1047], [-2.5093, 4.7899, -1.7284], [-2.2502, -3.4800, 0.3933], [0.7062, 3.7038, -1.3203], [2.4003, 2.0395, -0.7354], [1.1232, 2.4220, -0.8331], [1.8094, -3.2599, -0.5530], [-1.3950, -3.5544, 4.4451], [-1.0653, -1.9476, 2.4458], [1.2037, 6.8240, -2.4529], [2.4286, -1.5940, 2.2481], [1.9627, 0.2114, 0.7431], [-0.3295, -4.0171, -0.3093], [-6.4185, 0.1711, -0.3573], [1.1487, -1.8364, 2.5539], [0.4958, -3.0554, -0.7000], [5.3321, -1.1527, 1.2974], [5.3122, 1.8382, -1.2319], [-5.2045, -2.2541, 1.7137], [-7.3341, -1.4575, 0.6870], [5.3256, -1.9690, 2.0073], [7.4441, -1.1882, 0.9499], [-1.2131, -4.8526, 6.1309], [-1.4279, 4.8054, -1.7265], [0.0202, 1.6621, -0.5310], [-0.6835, -4.2459, 5.4085], [-2.0503, -3.4857, -1.3681], [1.4428, -3.4080, 4.5852], [-0.7144, 5.9200, -2.1300], [-1.8992, 0.1195, 0.6722], [-2.6917, -0.8688, 1.2171], [-1.2473, 6.8049, -2.4514], [-1.0963, 2.4054, -0.8257], [6.5008, 0.3522, -0.2008], [1.2321, -4.7354, 6.2438], [-5.2252, -1.3962, 1.0552], [0.7339, -2.7080, 3.6141], [2.7693, 1.0123, -0.0554], [7.4345, 0.6712, -0.6443], [-1.7806, -3.9928, -0.4465], [6.5073, -0.7071, 0.7025], [0.0346, -0.0018, 0.4808], [4.1619, -0.5033, 0.9530], [-4.0700, -0.6984, 0.7636], [-6.4063, -0.9419, 0.4781], [-5.2591, 1.7582, -1.2673], [-7.3543, 0.4920, -0.7952], [-2.4744, -3.6031, 4.3923], [2.4390, -2.5235, -0.8182], [2.1694, -3.9816, 0.0532], [2.4983, 4.8281, -1.7350], [-0.6705, -2.7828, 3.5423], [0.0716, -4.8351, 0.1238]],
  "nbo_charge": [-0.19, -0.18, -0.62, 0.22, -0.19, -0.48, 0.46, 0.23, -0.51, -0.03, -0.26, -0.11, -0.16, -0.12, -0.15, 0.47, 0.23, 0.22, -0.04, -0.48, 0.41, -0.76, -0.15, 0.42, 0.23, -0.51, -0.69, -0.55, -0.18, 0.40, 0.37, -0.18, 0.24, 0.23, 0.23, 0.24, 0.23, 0.23, -0.15, -0.61, -0.19, 0.24, -0.18, -0.19, -0.68, 0.50, 0.23, 0.43, -0.18, 0.23, -0.15, -0.05, 0.48, 0.23, -0.43, -0.18, 1.42, -0.04, -0.11, -0.19, 0.24, 0.23, 0.23, 0.43, 0.41, 0.23, -0.13, 0.40],
  "e_homo_ev": [-8.714, -11.674],
  "energy_ha": -3518.27339,
  "total_charge": 1,
  "molar_mass_g_mol": 658.53,
  "spin_multiplicity": 6,
  "s_squared": 8.835,
  "homo_lumo_gap_ev": [4.842, 6.633]
}



{
  "formula": "C34H23Br4N4O8S3Ta",
  "method": "the ωB97M-V functional and the def2-TZVPD basis",
  "elements": ["H", "C", "O", "S", "N", "H", "H", "H", "C", "O", "O", "C", "C", "H", "C", "C", "C", "S", "C", "O", "Ta", "H", "C", "H", "C", "C", "O", "H", "H", "C", "H", "C", "N", "C", "Br", "H", "H", "N", "H", "C", "H", "C", "H", "C", "C", "S", "H", "C", "C", "O", "C", "C", "H", "C", "C", "H", "C", "C", "C", "C", "C", "H", "C", "H", "C", "O", "Br", "H", "Br", "Br", "O", "C", "H", "H", "N", "C", "C"],
  "coordinates": [[4.9663, 7.8618, -0.0763], [-4.2255, -0.7817, -2.8341], [0.1438, 4.1751, -3.1287], [0.5957, -0.0623, -3.8803], [-1.5942, -2.7661, 3.1800], [-1.1668, -5.3230, -1.2995], [2.7901, 6.9695, -0.3781], [4.3839, 2.3985, 0.5893], [0.7040, -3.1072, 2.4639], [2.1398, 1.3540, 1.1814], [-1.8554, -0.6256, -2.4338], [2.2475, 4.9124, -0.1391], [-1.2193, -0.4370, 2.6211], [2.4039, 3.2958, -2.2105], [-1.6068, -1.0664, 4.9072], [-0.5835, -5.8703, -0.5551], [1.6897, 2.4922, -2.3721], [1.5809, 2.2539, 0.2053], [4.9452, 4.4679, 0.3395], [-0.6163, 2.1265, -2.6117], [-0.3840, 0.3918, -1.5076], [6.0797, 6.9427, 0.9427], [1.6266, -3.7380, 1.6528], [-1.0044, 2.2622, 4.6608], [4.5024, 5.7624, 0.0712], [1.1969, -4.6615, 0.7124], [-0.3463, -0.1642, 0.4316], [-2.8152, -4.9604, 0.2441], [-0.7781, 1.6198, 2.2705], [1.1518, -1.7002, -3.9135], [-1.7970, -1.8384, 5.6456], [-0.1543, -4.9462, 0.5567], [1.8620, -2.6388, -6.2171], [-1.0127, 0.8760, 3.0233], [-4.6104, 2.5726, 0.3970], [1.9100, -5.1274, 0.0424], [1.0176, -2.3668, 3.1897], [1.5780, 1.5581, -1.2416], [1.1935, 5.0675, -0.3315], [2.7086, 3.6347, 0.1268], [-2.9775, -5.1819, 1.9867], [1.5442, -2.2332, -5.1870], [-3.0858, -3.5567, 1.2843], [1.2244, -2.4496, -2.7905], [0.3231, 3.0382, -2.7500], [0.7800, -1.8235, -1.2336], [5.9983, 4.2925, 0.5321], [1.6838, -3.8079, -2.8207], [-5.6482, 0.7031, -1.5595], [0.2806, 2.8389, 0.5033], [-1.4767, -1.4335, 3.5684], [-5.5041, -0.3031, -2.5081], [2.0412, 1.9141, -3.2286], [-1.1453, 1.2321, 4.3599], [-2.5782, -4.5194, 1.2098], [2.6769, -3.4876, 1.7298], [-0.6516, -3.4054, 2.3371], [3.1479, 5.9685, -0.1646], [4.0563, 3.4057, 0.3679], [-3.1099, -0.2465, -2.2237], [-3.2587, 0.7811, -1.2724], [0.2884, -6.2807, -1.0622], [5.4813, 6.9074, 0.0302], [-1.2002, -6.6943, -0.1878], [-1.3082, -0.7102, 1.1488], [-2.2233, -1.3558, 0.6881], [-7.3634, 1.3560, -1.1037], [-2.1400, -3.3616, 3.7784], [-7.0170, -1.0380, -3.3739], [-3.9361, -2.1647, -4.0818], [-2.1292, 1.1848, -0.7597], [-1.0967, -4.3129, 1.3754], [6.1697, 6.8001, -0.8109], [-1.5744, 0.5230, 6.3402], [2.0623, -4.8964, -2.8073], [-4.5169, 1.2452, -0.9344], [-1.4647, 0.2580, 5.2948]],
  "lowdin_charge": [0.07, -0.64, 0.06, 0.73, 0.08, 0.09, 0.11, 0.11, -0.02, -0.31, -0.29, -0.05, -0.05, 0.10, -0.04, -0.06, -0.24, 0.56, -0.05, -0.24, 1.65, 0.07, -0.10, 0.09, -0.28, -0.09, -0.31, 0.07, 0.10, -0.71, 0.10, -0.24, 0.13, 0.01, 0.76, 0.09, 0.12, -0.31, 0.12, -0.28, 0.08, -0.28, 0.07, -0.70, -0.62, 0.75, 0.11, -0.27, -0.75, -0.33, -0.21, -0.75, 0.06, -0.09, -0.04, 0.10, -0.22, -0.04, -0.05, -0.38, -0.40, 0.06, -0.06, 0.07, -0.53, 0.11, 0.66, 0.14, 0.66, 0.76, -0.20, -0.17, 0.08, 0.09, 0.15, -0.64, -0.11],
  "e_homo_ev": -2.856,
  "energy_ha": -13678.39219,
  "total_charge": -2,
  "molar_mass_g_mol": 1212.34,
  "relative_energy_kj_mol": 66.7,
  "homo_lumo_gap_ev": 6.600
}



{
  "formula": "C34H23BrF9N5PRe",
  "method": "the ωB97M-V functional and the def2-TZVPD basis",
  "elements": ["H", "H", "C", "N", "C", "H", "F", "C", "C", "H", "C", "C", "C", "C", "F", "H", "C", "C", "F", "C", "H", "C", "C", "C", "C", "F", "C", "H", "N", "H", "H", "H", "C", "H", "F", "F", "H", "H", "C", "C", "H", "C", "C", "Br", "H", "C", "H", "C", "P", "F", "H", "C", "C", "C", "H", "C", "N", "Re", "H", "C", "N", "H", "F", "N", "C", "H", "H", "C", "F", "H", "C", "C", "C", "C"],
  "coordinates": [[0.3386, 0.7331, 1.7222], [2.1420, -1.2201, 5.0567], [1.5223, -1.1049, 2.9395], [1.8916, 1.0017, -0.3303], [-1.2638, 2.0035, 2.3250], [2.6072, 3.6671, 1.5612], [-1.3480, -1.0927, -7.0477], [4.5421, -0.8996, 1.1391], [-2.6675, 0.9218, 0.1651], [0.2985, -3.1319, 1.2793], [-1.7861, -1.9456, -4.1930], [2.3345, 5.6065, 0.6928], [-1.3731, 0.4872, 0.4524], [2.3668, -1.1242, 4.0122], [-4.4960, 3.1793, 3.1598], [-1.2683, -2.9963, -2.4069], [-2.8135, -2.5509, 0.0323], [1.5752, 5.6439, -1.6080], [-2.9584, -6.8158, 1.6415], [-2.5660, 2.4025, 2.0569], [-4.5348, -3.7802, 0.4058], [-2.3252, -0.6411, -6.2603], [-2.7933, -4.4918, 1.4294], [1.5537, 4.2688, -1.6389], [-3.2590, 1.8835, 0.9699], [-3.3362, -5.6334, 3.4068], [6.2769, -0.9586, -0.1916], [4.4616, -0.9792, 4.1069], [4.0697, -0.8750, -0.1172], [1.2640, 3.7396, -2.5336], [-3.2155, 0.5325, -0.6810], [1.3013, 6.2052, -2.4906], [-0.7651, -3.2593, 1.1092], [7.3019, -1.0066, -0.5043], [-2.5968, 3.4889, 4.1428], [-3.3977, -1.4056, -6.4526], [-0.9812, 1.2990, -2.2317], [-4.2625, 2.2258, 0.7659], [-1.4385, -4.3241, 1.6832], [-1.9060, -0.6981, -4.7966], [6.5337, -0.9869, 1.8877], [1.9133, 2.1639, -0.4499], [-3.4844, -3.6225, 0.5986], [1.9156, -2.9437, -1.5695], [1.9708, 7.3989, -0.4330], [-1.1143, -0.8512, -2.1646], [2.6387, 6.1343, 1.5855], [3.5638, -0.9323, 2.1862], [-0.6097, -0.9203, -0.4204], [-4.7934, -5.6983, 1.8199], [-0.7321, 2.4265, 3.1636], [5.1296, -0.9052, -0.9498], [2.3255, 4.2332, 0.6872], [-3.4966, -5.6766, 2.0827], [-3.3620, -1.8690, -0.6015], [-1.6266, 0.4719, -4.1020], [3.6329, -1.0067, 3.5255], [1.8721, -0.9482, -0.3464], [5.0289, -0.8845, -2.0190], [-1.2073, 0.3962, -2.7854], [5.8902, -0.9506, 1.1085], [-2.0030, -2.8401, -4.7582], [-2.6124, 0.6004, -6.6375], [2.2655, -0.9660, 1.8063], [-0.6753, 1.0461, 1.5225], [0.4523, -1.1824, 2.9218], [-0.9195, -5.0283, 2.3180], [1.9289, 3.5407, -0.4851], [-3.1120, 4.6575, 2.4092], [-1.7301, 1.4275, -4.5928], [-1.3734, -2.0258, -2.8747], [1.9596, 6.3198, -0.4481], [-3.2120, 3.4395, 2.9589], [-1.4529, -2.3730, 0.2839]],
  "lowdin_spin": [0.00, 0.00, 0.00, 0.01, 0.00, 0.00, 0.00, 0.01, 0.00, 0.00, 0.00, 0.00, 0.00, 0.00, 0.00, 0.00, 0.00, 0.00, 0.00, 0.00, 0.00, 0.00, 0.00, 0.00, 0.00, 0.00, 0.00, 0.00, 0.00, 0.00, 0.00, 0.00, 0.00, 0.00, 0.00, 0.00, 0.00, 0.00, 0.00, 0.00, 0.00, 0.06, 0.00, 0.10, 0.00, 0.00, 0.00, 0.01, 0.00, 0.00, 0.00, 0.01, 0.00, 0.00, 0.00, 0.00, 0.01, 0.77, 0.00, 0.00, 0.01, 0.00, 0.00, 0.00, 0.00, 0.00, 0.00, 0.01, 0.00, 0.00, 0.00, 0.00, 0.00, 0.00],
  "e_homo_ev": [-16.931, -16.931],
  "energy_ha": -5474.80008,
  "total_charge": 3,
  "molar_mass_g_mol": 969.66,
  "spin_multiplicity": 2,
  "relative_energy_kj_mol": 2.6,
  "s_squared": 0.761,
  "homo_lumo_gap_ev": [4.710, 5.124]
}



> What is the formula in the second record?

C34H23Br4N4O8S3Ta